22
Properties=species:S:1:pos:R:3 method="wB97M-V/def2-TZVPD" orbital_gap_ev=8.02 spin_multiplicity=1 e_homo_ev=-7.4200 total_charge=0 relative_energy_kcal_mol=40.6
N 0.1204 -0.1823 -0.5634
C 1.0506 -0.7147 -1.4711
C 2.2411 -1.1246 -1.0549
N 3.2420 -1.5817 -1.9593
H 0.3186 -0.2453 0.4190
H -0.8533 -0.0702 -0.7843
H 0.7367 -0.3945 -2.4601
H 2.4508 -1.2467 -0.0001
H 3.6660 -0.8063 -2.4465
H 3.9670 -2.1561 -1.5647
O -1.3114 -4.7203 1.1816
H -1.5720 -5.2900 0.4568
H -0.7494 -3.9967 0.8920
O 1.0986 6.0522 -2.4360
H 0.6166 5.7742 -1.6474
H 1.9593 6.2969 -2.0533
O -4.1775 -3.3245 1.4586
H -4.5153 -3.3263 2.3599
H -3.2382 -3.5434 1.5485
O -1.6343 4.8130 2.9569
H -1.5844 5.6077 3.5048
H -1.8319 4.1795 3.6629